# C3H5MgO3

A molecular structure, C3H5MgO3 (ωB97M-V with the def2-TZVPD basis set, the OMol25 dataset).

Geometry as XYZ:
```
12
Properties=species:S:1:pos:R:3:forces:R:3:mulliken_charge:R:1
O 0.454 0.055 -0.477 3.321 -0.510 2.396 -0.497
C -0.725 0.498 -0.556 -0.326 1.827 1.452 0.347
C -1.057 1.904 -0.525 -0.220 -0.414 0.321 -0.847
H -1.489 -0.276 -0.408 -0.076 0.062 -1.138 0.338
H -0.231 2.551 -0.220 -0.079 -0.045 -0.304 0.357
H -1.934 2.008 0.140 0.056 0.128 -0.218 0.368
H -1.444 2.161 -1.527 -0.046 0.160 -0.063 0.356
O 2.168 -0.737 1.186 -3.540 -1.572 0.653 -0.218
C 1.301 -1.529 1.071 5.694 1.602 -0.509 0.924
O 0.841 -2.570 0.767 -1.603 -1.245 0.252 -0.426
Mg 0.773 -4.523 0.400 0.004 -0.022 0.137 1.750
H 1.343 0.458 0.147 -3.184 0.030 -2.979 0.546
```
Positions in Å, forces in eV/Å.

The total charge is +3. The calculation puts the energy above the lowest of the compared OMol25 structures with the same formula, charge and spin at 0.0 kcal per mole. The total energy comes out at -541.810830 hartree. Its spin multiplicity is 1. For the HOMO-LUMO gap, the calculation gives 8.181 eV.